The following is a DFT calculation (ωB97M-V with the def2-TZVPD basis set) of a cluster of 2 separate species, C7H12OS in total.

The orbital gap (alpha / beta) is 0.190 / 0.336 Eh. The value obtained for the relative energy (zero: lowest compared OMol25 entry of this formula, charge and spin) is 516.1 kJ/mol. The energy comes out at -747.134257 a.u. The value obtained for the HOMO energy (alpha / beta) is -7.0 / -8.9 eV.

Last columns: bonded neighbours and bond lengths (Å).
Geometry (Å):
1 C -0.19 -0.40 0.30  C2 1.292, C3 1.344
2 C -0.27 0.76 -0.26  C1 1.292, C4 1.512, C5 1.515
3 C -0.08 -1.54 1.00  C1 1.344, C6 1.531, C7 1.389
4 C -0.62 0.75 -1.73  C2 1.512, H10 1.158, H11 1.074, H12 1.184
5 C -0.21 2.16 0.32  C2 1.515, H13 1.128, H14 1.069, H15 1.168
6 C -1.29 -2.22 1.65  C3 1.531, H16 1.133, H17 1.113, H18 1.112
7 C 1.18 -1.98 1.39  C3 1.389, H20 1.179, H21 1.105
8 O 3.20 1.48 -2.21  S9 1.708, H19 0.912
9 S 3.11 1.91 -0.56  O8 1.708
10 H -1.26 -0.20 -1.91  C4 1.158
11 H -0.96 1.73 -2.00  C4 1.074
12 H 0.34 0.66 -2.42  C4 1.184
13 H 0.80 2.58 0.03  C5 1.128
14 H -1.02 2.76 -0.04  C5 1.069
15 H -0.24 2.37 1.47  C5 1.168
16 H -2.05 -1.38 1.63  C6 1.133
17 H -1.06 -2.56 2.68  C6 1.113
18 H -1.69 -3.08 1.07  C6 1.112
19 H 3.36 2.18 -2.77  O8 0.912
20 H 1.26 -2.78 2.25  C7 1.179
21 H 2.15 -1.58 1.03  C7 1.105